Record 1
Formula: C29H57Br20NO4
Source: the Open Molecules 2025 dataset
Level of theory: ωB97M-V/def2-TZVPD

Summary:
Kohn-Sham gap	7.94	eV
DFT total energy	-52974.75178	a.u.

Geometry (Å):
C (-0.58, -2.41, -0.79)
O (-0.72, -3.90, -0.84)
C (-0.01, -4.33, -2.05)
C (0.73, -5.80, -1.94)
C (1.02, -6.30, -0.41)
C (2.12, -5.42, 0.42)
O (1.81, -4.04, 0.83)
C (3.04, -3.69, 1.63)
O (3.03, -2.87, 2.69)
O (4.18, -4.41, 0.98)
C (3.62, -5.17, -0.19)
C (3.82, -4.01, -1.38)
C (5.21, -4.22, -2.25)
N (5.46, -2.87, -2.95)
H (-1.18, -1.99, -1.71)
H (0.55, -2.06, -0.92)
H (-0.94, -1.95, 0.23)
H (-0.84, -4.43, -2.90)
H (0.79, -3.58, -2.46)
H (0.00, -6.59, -2.46)
H (1.71, -5.80, -2.60)
H (1.49, -7.40, -0.50)
H (0.04, -6.43, 0.23)
H (2.27, -6.06, 1.41)
H (4.31, -6.13, -0.32)
H (2.93, -4.05, -2.14)
H (3.89, -2.91, -0.93)
H (5.07, -5.00, -3.15)
H (6.11, -4.48, -1.55)
H (5.59, -2.13, -2.20)
H (4.55, -2.65, -3.45)
Br (8.44, -7.14, 3.13)
C (8.27, -5.27, 3.67)
C (7.24, -4.55, 2.83)
Br (7.96, -4.11, 1.07)
H (9.27, -4.83, 3.61)
H (7.95, -5.31, 4.71)
H (6.99, -3.59, 3.27)
H (6.33, -5.13, 2.66)
Br (1.30, 2.80, -2.09)
C (-0.62, 2.46, -2.09)
C (-0.91, 0.98, -1.98)
Br (-0.61, 0.07, -3.68)
H (-1.02, 2.91, -3.00)
H (-1.00, 2.99, -1.22)
H (-1.96, 0.81, -1.75)
H (-0.29, 0.47, -1.23)
Br (-2.95, 1.13, 0.83)
C (-1.49, 1.54, 2.06)
C (-0.45, 0.44, 2.05)
Br (-1.05, -1.11, 3.07)
H (-1.94, 1.70, 3.04)
H (-1.06, 2.48, 1.69)
H (0.46, 0.78, 2.56)
H (-0.19, 0.09, 1.05)
Br (-4.57, -1.43, -1.37)
C (-5.67, -0.36, -2.57)
C (-5.40, 1.12, -2.38)
Br (-6.26, 1.80, -0.76)
H (-6.71, -0.63, -2.38)
H (-5.39, -0.67, -3.57)
H (-5.84, 1.70, -3.20)
H (-4.33, 1.36, -2.30)
Br (-0.11, 4.71, -1.54)
C (0.54, 6.46, -0.97)
C (-0.05, 7.57, -1.81)
Br (0.81, 7.67, -3.56)
H (1.64, 6.43, -1.01)
H (0.23, 6.56, 0.07)
H (0.13, 8.54, -1.35)
H (-1.12, 7.45, -1.99)
Br (-2.24, -4.90, -1.91)
C (-3.51, -5.65, -3.20)
C (-4.93, -5.27, -2.85)
Br (-5.60, -6.33, -1.36)
H (-3.34, -6.74, -3.21)
H (-3.22, -5.23, -4.16)
H (-5.60, -5.50, -3.69)
H (-5.04, -4.22, -2.57)
Br (-3.49, 9.82, -3.27)
C (-3.80, 10.62, -1.52)
C (-2.65, 10.34, -0.58)
Br (-2.73, 8.51, 0.10)
H (-4.76, 10.24, -1.16)
H (-3.88, 11.70, -1.71)
H (-2.72, 10.98, 0.31)
H (-1.67, 10.47, -1.04)
Br (-1.30, 10.87, 3.17)
C (-1.47, 12.73, 3.72)
C (-2.49, 13.46, 2.87)
Br (-1.77, 13.90, 1.11)
H (-0.47, 13.17, 3.66)
H (-1.79, 12.70, 4.76)
H (-2.75, 14.42, 3.32)
H (-3.40, 12.88, 2.71)
Br (-8.91, -2.03, -3.88)
C (-9.90, -2.45, -2.26)
C (-10.94, -1.39, -1.96)
Br (-10.11, 0.20, -1.18)
H (-9.17, -2.59, -1.46)
H (-10.39, -3.41, -2.47)
H (-11.64, -1.74, -1.19)
H (-11.50, -1.06, -2.84)
Br (9.82, -6.49, 7.71)
C (10.47, -4.74, 8.28)
C (9.88, -3.64, 7.44)
Br (10.74, -3.54, 5.69)
H (11.56, -4.78, 8.24)
H (10.16, -4.65, 9.32)
H (10.06, -2.66, 7.90)
H (8.80, -3.76, 7.26)

Record 2
Formula: C29H57N12O17
Source: the Open Molecules 2025 dataset
Level of theory: ωB97M-V/def2-TZVPD

Summary:
Kohn-Sham gap	4.55	eV
charge	+1
DFT total energy	-3073.66118	a.u.
energy relative to the best compared isomer or geometry (same formula, charge and spin)	42.99	kcal per mole

Geometry (Å):
C (-1.92, -0.60, -1.33)
C (-0.67, 0.07, -0.71)
C (-0.82, 1.57, -0.67)
C (0.31, 2.30, 0.16)
C (0.14, 1.87, 1.64)
C (0.27, 0.29, 1.77)
N (-0.41, -0.47, 0.60)
O (-0.60, -1.80, 0.76)
C (-0.25, -0.16, 3.09)
C (1.83, -0.16, 1.75)
C (0.55, -0.42, -1.53)
H (-2.90, -0.60, -0.79)
H (-1.90, -1.62, -1.45)
H (-2.03, -0.33, -2.42)
H (-1.71, 1.57, -0.26)
H (-0.90, 1.96, -1.69)
H (0.11, 3.42, -0.10)
H (1.44, 2.18, -0.09)
H (-0.92, 2.16, 2.12)
H (0.86, 2.27, 2.48)
H (0.46, -0.12, 3.83)
H (-0.47, -1.34, 3.23)
H (-1.27, 0.11, 3.03)
H (2.53, 0.28, 0.96)
H (1.92, -1.17, 2.03)
H (2.13, 0.38, 2.58)
H (0.35, -1.43, -1.71)
H (1.58, -0.12, -1.08)
H (0.59, 0.11, -2.50)
N (-3.11, -2.96, 4.78)
C (-3.16, -3.66, 6.06)
C (-3.20, -2.56, 7.13)
C (-3.11, -1.38, 6.31)
C (-3.01, -1.60, 4.98)
H (-3.09, -3.51, 3.97)
H (-3.16, -4.62, 6.19)
H (-3.12, -2.68, 8.17)
H (-3.19, -0.54, 6.65)
H (-3.10, -1.03, 3.98)
N (-3.88, 3.67, -2.31)
C (-4.32, 2.34, -2.04)
C (-4.75, 2.32, -0.64)
C (-4.65, 3.66, -0.12)
C (-3.95, 4.44, -1.17)
H (-3.49, 4.00, -3.09)
H (-4.14, 1.72, -2.62)
H (-5.33, 1.39, -0.24)
H (-4.80, 4.06, 0.84)
H (-3.42, 5.37, -1.27)
N (-2.76, 5.30, -4.79)
C (-1.52, 4.84, -4.37)
C (-1.56, 3.29, -4.63)
C (-2.67, 3.05, -5.48)
C (-3.56, 4.30, -5.40)
H (-2.97, 6.35, -4.46)
H (-0.81, 5.47, -3.95)
H (-0.66, 2.62, -4.57)
H (-3.39, 2.15, -5.98)
H (-4.62, 4.54, -5.67)
C (0.00, -4.10, -5.01)
N (1.17, -4.16, -3.91)
O (1.28, -3.13, -3.22)
O (1.72, -5.22, -3.72)
H (0.25, -3.70, -5.95)
H (-0.83, -3.74, -4.74)
H (-0.25, -5.13, -5.13)
C (-6.26, -1.76, 2.63)
N (-5.32, -1.83, 1.55)
O (-5.67, -2.36, 0.47)
O (-4.32, -1.13, 1.70)
H (-6.10, -1.00, 3.40)
H (-6.47, -2.67, 3.14)
H (-7.26, -1.60, 2.28)
C (3.41, 0.89, 5.71)
N (2.60, 2.16, 5.97)
O (1.89, 2.48, 4.98)
O (2.67, 2.93, 6.89)
H (4.26, 0.79, 6.48)
H (3.54, 0.71, 4.59)
H (2.73, -0.01, 5.84)
C (4.17, 1.42, -4.27)
N (4.09, 0.79, -2.94)
O (3.37, 1.24, -2.06)
O (4.90, -0.08, -2.60)
H (5.24, 1.53, -4.55)
H (3.65, 2.44, -4.09)
H (3.72, 0.74, -4.76)
C (2.43, -4.71, 3.79)
N (2.62, -3.24, 4.25)
O (3.68, -2.86, 4.69)
O (1.59, -2.54, 4.22)
H (2.07, -4.84, 2.73)
H (1.70, -5.27, 4.56)
H (3.32, -5.26, 3.76)
C (1.09, 0.89, -7.37)
N (0.79, -0.39, -6.55)
O (0.98, -0.31, -5.43)
O (0.41, -1.38, -7.22)
H (0.48, 0.48, -8.34)
H (2.24, 0.95, -7.31)
H (0.51, 1.94, -6.97)
C (3.57, -4.31, -0.99)
N (2.66, -3.92, 0.16)
O (1.43, -4.14, -0.14)
O (3.22, -3.37, 1.08)
H (3.50, -5.29, -1.20)
H (4.62, -4.08, -0.75)
H (3.28, -3.89, -1.97)
C (6.55, 2.88, 2.31)
N (5.27, 2.39, 2.41)
O (4.98, 1.26, 2.58)
O (4.29, 3.26, 2.51)
H (6.78, 3.59, 1.48)
H (6.96, 1.91, 1.90)
H (6.96, 3.26, 3.24)